Entry from the OMol25 dataset: 2 unconnected molecules or ions with the total composition C2H7N2O2P (the ωB97M-V functional and the def2-TZVPD basis).

Geometry as XYZ:
```
14
Properties=species:S:1:pos:R:3:mulliken_charge:R:1
C 1.72 -1.47 -2.25 -0.2537
C -0.04 1.09 2.92 -0.2538
N 0.92 -0.54 -1.94 -0.4487
N -0.56 1.34 1.73 -0.2081
O -1.46 0.58 -0.55 -0.4972
O -0.81 -1.37 0.91 -0.5519
P -0.32 -0.08 0.42 0.4331
H 1.51 -2.27 -3.04 0.1799
H -0.07 0.13 3.34 0.3003
H 0.47 1.89 3.50 0.2168
H 0.18 -0.61 -2.58 0.2271
H -1.00 1.06 -1.17 0.3158
H 2.62 -1.63 -1.67 0.2647
H -0.65 2.31 1.42 0.2758
```

Summary:
E_HOMO = -7.43 eV
E_LUMO = -0.23 eV
relative energy (zero: lowest compared OMol25 entry of this formula, charge and spin) = 341.7 kJ/mol